C6H11N2 | wB97M-V/def2-TZVPD

Its charge is +1. As for the multiplicity: 1. The value obtained for the frontier orbital gap (alpha / beta) is 7.886 / 7.884 eV. For the relative energy (zero: lowest compared OMol25 entry of this formula, charge and spin), the calculation gives 583.8 kJ/mol. Its LUMO energy (alpha / beta) is -5.197 / -5.198 eV.

Positions of all 19 atoms, in Å:
N (-0.33746, 1.31708, 0.62816)
N (0.62725, 1.69756, 0.15146)
C (1.06718, -1.24006, 0.28956)
C (-0.40527, -1.10723, 0.28748)
C (-1.96314, 0.55252, -1.17495)
C (1.49733, 1.99391, -0.91593)
C (-1.04597, -0.08672, -0.42779)
C (-1.00696, -1.72448, 1.43825)
H (1.86204, 2.97392, -0.74145)
H (-2.04506, -1.83339, 1.46912)
H (0.83209, 1.88509, -1.78228)
H (-0.77544, -1.03461, 2.24694)
H (1.38342, -2.31873, 0.18315)
H (1.41478, -0.88518, 1.30856)
H (1.48658, -0.56533, -0.40753)
H (2.26241, 1.22212, -1.09912)
H (-2.34258, 0.03865, -2.08285)
H (-0.36557, -2.53543, 1.78877)
H (-2.14561, 1.65028, -1.15956)

natural (NBO) atomic charge list, values in e, 4 entries: number 1, N, carries 0.205; number 2, N, carries 0.045; number 3, C, carries -0.659; number 4, C, carries 0.156



C5H8N2S | wB97M-V/def2-TZVPD

As for the SMILES: CSn1nccc1C. Its charge is 0. As for the multiplicity: 1. The value obtained for the frontier orbital gap is 9.976 eV. For the relative energy (zero: lowest compared OMol25 entry of this formula, charge and spin), the calculation gives 130.0 kJ/mol. Its LUMO energy is 0.829 eV.

Positions of all 16 atoms, in Å:
S (1.55006, 0.03117, -0.64486)
N (-0.05534, -0.27148, -0.25434)
N (-0.54683, -1.55410, -0.21918)
C (-2.21558, 0.02370, 0.26108)
C (2.33326, -0.28192, 0.95826)
C (-0.71805, 2.17339, 0.05612)
C (-1.02030, 0.69033, 0.02730)
C (-1.80046, -1.34755, 0.14219)
H (2.07999, -1.29646, 1.33123)
H (1.92197, 0.36680, 1.75998)
H (-2.50512, -2.21542, 0.07068)
H (-3.16105, 0.41457, 0.58857)
H (3.41994, -0.22482, 0.92655)
H (0.11099, 2.30094, 0.77492)
H (-0.32953, 2.63024, -0.86319)
H (-1.59614, 2.75673, 0.37401)

natural (NBO) atomic charge list, values in e, 4 entries: number 1, S, carries 0.450; number 2, N, carries -0.370; number 3, N, carries -0.263; number 4, C, carries -0.360



C27H46BrN3OP2Pd | wB97M-V/def2-TZVPD

Its charge is +4. As for the multiplicity: 5. The value obtained for the frontier orbital gap (alpha / beta) is 6.484 / 4.124 eV. Its LUMO energy (alpha / beta) is -12.714 / -15.058 eV.

Positions of all 81 atoms, in Å:
Pd (-2.14299, -0.94526, -1.54010)
Br (-4.53240, -1.17986, -2.11435)
P (-1.08557, 0.99984, -1.00415)
P (-3.47628, -1.23148, 1.56038)
O (2.85622, -0.17003, 0.90828)
N (3.34273, 0.84884, 2.90487)
N (1.27252, -0.11724, 2.58692)
N (6.90774, 2.37615, -1.97795)
C (-3.78364, -0.32381, 4.23600)
C (1.00021, -1.60660, -3.99117)
C (-2.27295, 2.21940, -1.66411)
C (-0.54586, 1.71583, 0.59949)
C (1.82491, -2.46644, -1.84661)
C (-5.26817, -1.49525, 1.23220)
C (-2.72836, -2.74301, 2.29622)
C (2.07971, -1.82761, -3.08832)
C (4.69247, 1.21742, 2.55232)
C (1.61418, 2.03501, -1.55451)
C (4.12333, -0.81822, -2.21994)
C (2.54024, 0.14884, 2.05726)
C (-6.31499, -1.43941, 2.33983)
C (-0.43482, -1.81969, -2.11061)
C (0.54966, -2.39119, -1.28674)
C (-3.61880, -3.96658, 2.45757)
C (3.37344, -1.20482, -3.29962)
C (5.76415, 0.54346, -0.95119)
C (0.39636, 1.27343, -2.08339)
C (-1.53036, 2.57020, 1.39484)
C (6.25534, 2.15605, -3.11897)
C (6.67511, 1.60785, -0.90976)
C (-3.37044, 0.07625, 2.82923)
C (-2.77392, 1.83834, -3.04831)
C (5.09397, 0.25733, -2.17102)
C (5.33045, 1.11251, -3.26931)
C (-0.29683, -1.63256, -3.49367)
H (7.23044, 1.81426, 0.01636)
H (4.72613, 1.68072, 1.55781)
H (0.82624, -0.91822, 2.15519)
H (5.56896, -0.05940, -0.05817)
H (-3.11314, 0.78614, -3.06472)
H (-2.32521, 0.42849, 2.80889)
H (-3.03723, -4.77365, 2.92301)
H (-3.65201, 2.44499, -3.28937)
H (-3.14143, -1.10981, 4.64936)
H (-4.83043, -0.64697, 4.27859)
H (-7.28802, -1.70493, 1.90963)
H (-4.48089, -3.75547, 3.09871)
H (6.47336, 2.81316, -3.96317)
H (2.35603, 2.08789, -2.36453)
H (-6.42096, -0.43020, 2.74711)
H (0.35690, -2.69109, -0.26139)
H (3.68238, -0.94793, -4.31305)
H (2.07944, 1.49105, -0.71620)
H (-1.15320, -1.39533, -4.11698)
H (0.30797, 2.35980, 0.34521)
H (-6.12265, -2.13890, 3.15923)
H (-5.33410, -2.43662, 0.66886)
H (-5.48212, -0.71343, 0.47921)
H (-3.97048, -4.33619, 1.48732)
H (5.06072, 1.93237, 3.29403)
H (3.97515, -1.31327, -1.25774)
H (1.19138, -0.07082, 3.59885)
H (4.80228, 0.97376, -4.21394)
H (-1.37341, 3.63597, 1.16786)
H (-3.67393, 0.55822, 4.87818)
H (-0.00515, 1.75213, -2.98876)
H (-0.13558, 0.89400, 1.20936)
H (-2.27480, -2.46281, 3.25611)
H (2.99021, 1.07039, 3.82825)
H (-2.01429, 1.98744, -3.82295)
H (-2.58200, 2.31239, 1.21335)
H (-3.09689, 2.28518, -0.93969)
H (0.72020, 0.26688, -2.37484)
H (1.36724, 3.06363, -1.25158)
H (5.35844, 0.34185, 2.54967)
H (1.18752, -1.31635, -5.02586)
H (-3.99209, 0.90443, 2.45334)
H (-1.31075, 2.43725, 2.46250)
H (-1.72703, 3.17205, -1.67729)
H (-1.90992, -2.99784, 1.59801)
H (2.67039, -2.89285, -1.30539)

Löwdin atomic charge list, values in e, 4 entries: number 1, Pd, carries 0.421; number 2, Br, carries 0.497; number 3, P, carries 0.943; number 4, P, carries 1.105



C5H11N2S | wB97M-V/def2-TZVPD

As for the SMILES: C1CSC2(C[NH2+]C2)N1. Its charge is +1. As for the multiplicity: 1. The value obtained for the frontier orbital gap is 9.351 eV. For the relative energy (zero: lowest compared OMol25 entry of this formula, charge and spin), the calculation gives 276.6 kJ/mol. Its LUMO energy is -3.345 eV.

Positions of all 19 atoms, in Å:
S (0.76361, -1.00773, 1.12990)
N (-2.20283, -0.55986, 0.32111)
N (0.81069, 0.44543, -1.05962)
C (-0.10307, -0.32142, -0.31572)
C (-1.32182, -1.18935, -0.73794)
C (1.97076, 0.38706, 1.05958)
C (2.03957, 0.77349, -0.37389)
C (-1.27626, 0.58514, 0.44558)
H (-1.82185, -1.12070, -1.71685)
H (2.86720, 0.08728, -0.92334)
H (0.97035, 0.08314, -2.01336)
H (-1.23690, -2.28004, -0.69101)
H (2.36901, 1.81141, -0.71495)
H (-1.78497, 1.44374, -0.12938)
H (-2.27476, -1.05495, 1.16338)
H (1.57385, 1.20117, 1.65095)
H (-1.04149, 0.91975, 1.45942)
H (-3.10332, -0.36787, -0.08068)
H (2.80222, 0.16431, 1.52682)

natural (NBO) atomic charge list, values in e, 4 entries: number 1, S, carries 0.181; number 2, N, carries -0.504; number 3, N, carries -0.635; number 4, C, carries 0.025



C3H2N2O2 | wB97M-V/def2-TZVPD

Its charge is 0. As for the multiplicity: 1. The value obtained for the frontier orbital gap is 10.930 eV. For the relative energy (zero: lowest compared OMol25 entry of this formula, charge and spin), the calculation gives 310.9 kJ/mol. Its LUMO energy is -0.251 eV.

Positions of all 9 atoms, in Å:
O (-0.08015, 1.23365, 0.11174)
O (0.56069, 0.17145, -1.81183)
N (0.13862, -1.20254, 0.86568)
N (-1.28324, 0.51833, 0.19732)
C (0.76180, 0.94091, -0.92136)
C (-1.10659, -0.67167, 0.61998)
C (1.32049, -1.24138, 0.89410)
H (1.66687, 1.54225, -0.75963)
H (-1.97851, -1.29100, 0.80402)

natural (NBO) atomic charge list, values in e, 4 entries: number 1, O, carries -0.388; number 2, O, carries -0.549; number 3, N, carries -0.597; number 4, N, carries -0.076



C4H6N2 | wB97M-V/def2-TZVPD

Its charge is 0. As for the multiplicity: 1. The value obtained for the frontier orbital gap is 8.852 eV. For the relative energy (zero: lowest compared OMol25 entry of this formula, charge and spin), the calculation gives 475.8 kJ/mol. Its LUMO energy is 0.729 eV.

Positions of all 12 atoms, in Å:
N (0.49248, 0.62675, -0.53699)
N (0.10192, -0.08576, -1.79780)
C (0.08861, -0.56038, 1.31949)
C (-0.95168, 1.02573, -0.09553)
C (-1.13140, 0.13069, 0.91298)
C (1.09201, -0.22640, 0.49528)
H (-0.25994, -0.97325, -1.43969)
H (-0.76870, 0.40653, -2.06516)
H (1.10886, 1.37932, -0.84315)
H (2.15289, -0.44542, 0.51573)
H (0.17291, -1.23202, 2.16920)
H (-2.09796, -0.04581, 1.36564)

natural (NBO) atomic charge list, values in e, 4 entries: number 1, N, carries -0.311; number 2, N, carries -0.610; number 3, C, carries -0.166; number 4, C, carries -0.122



Calculated values (Eh/bohr) of max |F| for the records, taken in order: 0.061 0.049 0.055 0.108 0.020 0.012.